{"formula": "C7H14", "method": "wB97M-V/def2-TZVPD", "elements": ["C", "C", "C", "C", "C", "C", "C", "H", "H", "H", "H", "H", "H", "H", "H", "H", "H", "H", "H", "H", "H"], "coordinates": [[0.183, -0.650, -1.509], [-0.186, 0.837, -1.578], [0.291, 1.699, -0.407], [-0.253, 1.256, 0.963], [0.368, -0.033, 1.467], [-0.132, -1.305, 0.985], [-0.579, -1.463, -0.457], [1.262, -0.757, -1.334], [-0.017, -1.091, -2.493], [-1.280, 0.924, -1.665], [0.226, 1.257, -2.505], [1.390, 1.699, -0.373], [-0.014, 2.737, -0.594], [-0.032, 2.037, 1.701], [-1.347, 1.172, 0.917], [1.433, 0.100, 1.618], [0.693, -0.949, 2.684], [0.865, -1.763, 2.167], [-0.727, -1.931, 1.638], [-0.487, -2.532, -0.694], [-1.659, -1.246, -0.530]], "mulliken_charge": [-0.68, -0.61, -0.57, -0.83, -0.42, -0.57, -0.70, 0.30, 0.33, 0.31, 0.31, 0.33, 0.31, 0.29, 0.32, 0.41, 0.18, 0.18, 0.42, 0.38, 0.30], "total_charge": 0, "gap_ev": 9.1}


{"formula": "C7H14", "method": "wB97M-V/def2-TZVPD", "elements": ["C", "C", "C", "C", "C", "C", "C", "H", "H", "H", "H", "H", "H", "H", "H", "H", "H", "H", "H", "H", "H"], "coordinates": [[2.003, -0.806, 0.725], [1.034, -0.595, -0.449], [-0.030, 0.447, -0.228], [0.710, 1.739, -0.017], [-1.128, 0.483, -1.252], [-1.468, 0.217, 0.187], [-2.010, -1.123, 0.636], [2.489, -1.786, 0.664], [2.778, -0.039, 0.638], [1.553, -0.705, 1.724], [1.651, -0.038, -1.262], [0.571, -1.546, -0.762], [1.303, 1.768, 0.907], [0.004, 2.585, 0.030], [1.473, 1.669, -0.891], [-1.380, 1.447, -1.686], [-1.162, -0.356, -1.945], [-1.918, 1.059, 0.714], [-1.701, -1.345, 1.663], [-1.665, -1.939, -0.008], [-3.107, -1.136, 0.612]], "mulliken_charge": [-1.21, -0.65, 1.13, -1.43, -1.16, 0.17, -1.45, 0.35, 0.31, 0.28, 0.30, 0.45, 0.31, 0.41, 0.29, 0.29, 0.27, 0.34, 0.32, 0.27, 0.39], "total_charge": 0, "gap_ev": 10.7, "smiles": "CC[C@@]1(C)C[C@H]1C"}


{"formula": "C7H14", "method": "wB97M-V/def2-TZVPD", "elements": ["C", "C", "C", "C", "C", "C", "C", "H", "H", "H", "H", "H", "H", "H", "H", "H", "H", "H", "H", "H", "H"], "coordinates": [[0.870, -0.960, -1.547], [0.615, -0.148, -0.272], [0.337, 1.315, -0.659], [1.867, -0.206, 0.644], [-0.315, -0.904, 0.638], [-2.299, -0.065, 0.429], [-1.172, -0.074, 1.503], [1.089, -2.002, -1.298], [-0.023, -0.949, -2.185], [1.703, -0.542, -2.127], [1.226, 1.753, -1.128], [-0.478, 1.378, -1.390], [0.080, 1.946, 0.198], [2.061, -1.225, 0.993], [2.738, 0.134, 0.072], [1.754, 0.448, 1.516], [-2.078, -0.829, -0.340], [-2.359, 0.908, -0.059], [-3.260, -0.347, 0.858], [-1.495, -0.584, 2.415], [-0.861, 0.953, 1.742]], "mulliken_charge": [-1.59, 2.13, -1.74, -1.81, -0.95, -0.95, -0.22, 0.41, 0.38, 0.39, 0.44, 0.36, 0.35, 0.46, 0.42, 0.39, 0.31, 0.25, 0.35, 0.37, 0.25], "total_charge": 0, "gap_ev": 8.8}


{"formula": "C7H14", "method": "wB97M-V/def2-TZVPD", "elements": ["C", "C", "C", "C", "C", "C", "C", "H", "H", "H", "H", "H", "H", "H", "H", "H", "H", "H", "H", "H", "H"], "coordinates": [[-2.286, 0.438, -1.171], [-2.103, 0.317, 0.337], [-0.692, -0.211, 0.643], [0.458, 0.801, 0.361], [1.972, -0.246, -1.278], [1.658, -0.008, 0.024], [2.264, -0.890, 1.105], [-3.188, 0.968, -1.492], [-2.165, -0.523, -1.654], [-1.532, 1.087, -1.624], [-2.883, -0.334, 0.736], [-2.202, 1.351, 0.733], [-0.455, -1.045, -0.032], [-0.640, -0.659, 1.633], [0.154, 1.399, -0.500], [0.633, 1.472, 1.227], [2.028, -1.273, -1.644], [1.764, 0.551, -1.968], [2.166, -1.985, 1.070], [3.267, -0.615, 1.422], [1.783, -0.594, 2.073]], "mulliken_charge": [-1.23, -0.35, -0.58, -0.56, -0.71, 0.20, -1.18, 0.37, 0.31, 0.32, 0.31, 0.25, 0.32, 0.33, 0.31, 0.31, 0.26, 0.34, 0.30, 0.36, 0.31], "total_charge": 0, "gap_ev": 9.6, "smiles": "C=C(C)CCCC"}


no.,highest occupied orbital energy (eV)
1,-8.5
2,-9.6
3,-8.0
4,-8.5